A | Formula: C4H3N
Source: the Open Molecules 2025 dataset
Level of theory: wB97M-V/def2-TZVPD

* molar mass: 65.075 g mol⁻¹
* E_HOMO: -10.25 eV

Bonds (Å) are listed after each position.
CARTESIAN COORDINATES (ANGSTROEM)
1 C 2.41 0.11 0.02  C2 1.175, H6 1.032
2 C 1.24 0.25 0.02  C1 1.175, C3 1.628
3 C -0.36 0.56 -0.06  C2 1.628, C4 1.441, N5 1.263
4 C -1.49 -0.32 -0.06  C3 1.441, N5 1.546, H7 1.047, H8 1.150
5 N -1.43 1.22 0.02  C3 1.263, C4 1.546
6 H 3.37 -0.24 -0.10  C1 1.032
7 H -1.97 -0.86 -0.82  C4 1.047
8 H -1.76 -0.73 0.98  C4 1.150

B | Formula: C4H3N
Source: the Open Molecules 2025 dataset
Level of theory: wB97M-V/def2-TZVPD

* molar mass: 65.075 g mol⁻¹
* E_HOMO: -8.73 eV

Bonds (Å) are listed after each position.
CARTESIAN COORDINATES (ANGSTROEM)
1 C 0.76 0.48 0.66  C3 1.471, C4 1.321, H6 1.063
2 C -1.78 -0.46 0.01  C3 1.419, N5 1.274, H7 1.066
3 C -0.54 0.23 0.02  C1 1.471, C2 1.419, C4 1.461, N5 1.486
4 C 0.73 0.48 -0.66  C1 1.321, C3 1.461, H8 1.064
5 N -1.90 0.81 0.00  C2 1.274, C3 1.486
6 H 1.31 0.61 1.56  C1 1.063
7 H -2.37 -1.35 0.00  C2 1.066
8 H 1.26 0.61 -1.57  C4 1.064

Which structure wins on stability? B wins.

A | Formula: C4H12NOS
Source: the Open Molecules 2025 dataset
Level of theory: wB97M-V/def2-TZVPD

* total charge: -1
* molar mass: 122.213 g mol⁻¹
* E_HOMO: -2.63 eV

Bonds (Å) are listed after each position.
CARTESIAN COORDINATES (ANGSTROEM)
1 C 0.99 0.23 1.49  N2 1.491, C6 1.569, H7 1.141, H8 1.122
2 N -0.27 -0.37 0.95  C1 1.491, C3 1.542, H9 1.006
3 C -0.86 0.48 -0.20  N2 1.542, C4 1.608, H10 1.051, H11 1.113
4 C -0.92 0.03 -1.74  C3 1.608, S5 1.866, H12 1.077, H13 1.045
5 S -2.52 0.00 -2.70  C4 1.866
6 C 0.92 1.16 2.75  C1 1.569, H14 1.152, H15 1.093, H16 1.117
7 H 1.41 0.83 0.62  C1 1.141
8 H 1.73 -0.55 1.78  C1 1.122
9 H -0.56 -1.32 1.11  N2 1.006
10 H -1.78 0.80 0.19  C3 1.051
11 H -0.27 1.42 -0.23  C3 1.113
12 H -0.19 0.64 -2.25  C4 1.077
13 H -0.48 -0.91 -1.71  C4 1.045
14 H 1.77 0.71 3.39  C6 1.152
15 H 0.09 0.88 3.39  C6 1.093
16 H 0.92 2.28 2.82  C6 1.117
17 H 0.26 -2.77 -2.88  O19 0.973
18 H -0.48 -1.49 -3.26  O19 0.947
19 O 0.25 -2.04 -3.52  H17 0.973, H18 0.947

B | Formula: C4H12NOS
Source: the Open Molecules 2025 dataset
Level of theory: wB97M-V/def2-TZVPD

* total charge: -1
* molar mass: 122.213 g mol⁻¹
* E_HOMO: -2.71 eV

Bonds (Å) are listed after each position.
CARTESIAN COORDINATES (ANGSTROEM)
1 C 1.17 0.22 2.02  N2 1.450, H7 1.102, H8 1.086, H9 1.093
2 N 0.75 0.76 0.74  C1 1.450, C3 1.444, H10 1.014
3 C -0.32 0.06 0.08  N2 1.444, C4 1.558, C6 1.554, H11 1.097
4 C -0.57 0.70 -1.32  C3 1.558, S5 1.800, H12 1.097, H13 1.096
5 S -1.46 -0.35 -2.48  C4 1.800
6 C -1.66 -0.06 0.86  C3 1.554, H14 1.084, H15 1.092, H16 1.097
7 H 0.33 -0.06 2.67  C1 1.102
8 H 1.79 -0.67 1.95  C1 1.086
9 H 1.75 0.98 2.55  C1 1.093
10 H 0.48 1.73 0.88  N2 1.014
11 H -0.04 -0.96 -0.20  C3 1.097
12 H -1.22 1.58 -1.20  C4 1.097
13 H 0.41 1.05 -1.65  C4 1.096
14 H -1.96 -1.07 1.10  C6 1.084
15 H -2.42 0.40 0.23  C6 1.092
16 H -1.62 0.57 1.77  C6 1.097
17 H 0.78 -1.56 -2.99  O19 0.981
18 H 2.06 -1.56 -2.07  O19 0.957
19 O 1.74 -1.77 -2.95  H17 0.981, H18 0.957

Which structure wins on stability? B wins.